A molecular structure, C34H38BrF4FeN3O3P2Te in a non-equilibrium geometry. Source: OMol25; level of theory: the ωB97M-V functional and the def2-TZVPD basis.

Positions of all 87 atoms, in Å:
Fe  0.02777  0.30005  -0.17102
F  -3.32157  5.19958  -4.05867
C  -3.06525  4.31640  -3.11147
C  -4.05579  3.94867  -2.21351
F  -5.25787  4.48971  -2.30813
C  -3.77627  3.02197  -1.22489
F  -4.74136  2.72793  -0.36516
C  -2.52412  2.42442  -1.10681
P  -2.20659  1.03395  0.08975
C  -2.57931  1.82034  1.68537
C  -2.83525  1.02181  2.79981
C  -2.98031  1.59611  4.05242
C  -2.85957  2.96851  4.20852
C  -2.57919  3.76515  3.10747
C  -2.42850  3.19608  1.85355
C  -3.63003  0.00533  -0.41733
C  -3.53821  -0.50921  -1.71017
C  -4.55255  -1.30069  -2.22043
C  -5.65259  -1.60244  -1.42900
C  -5.73769  -1.09916  -0.14001
C  -4.73186  -0.29165  0.37028
C  -1.54895  2.83336  -2.00905
Br  0.23485  2.16516  -1.83702
C  -1.80264  3.76479  -2.99721
F  -0.84292  4.14117  -3.84129
H  -2.91426  -0.05210  2.68854
H  -3.17874  0.96813  4.91128
H  -2.97993  3.41738  5.18566
H  -2.47617  4.83606  3.22609
H  -2.18855  3.83078  1.01013
H  -2.66384  -0.29033  -2.31722
H  -4.47739  -1.68736  -3.22871
H  -6.44438  -2.22896  -1.81845
H  -6.59866  -1.33241  0.47301
H  -4.81674  0.11562  1.36898
N  0.86546  0.71197  1.41802
C  1.19751  0.37030  2.64666
C  1.83959  -0.87808  2.94057
C  2.13281  -1.24408  4.23295
C  1.81657  -0.40055  5.29818
C  1.21064  0.83090  5.04544
C  0.91369  1.22117  3.76047
H  2.05075  -1.54633  2.11403
H  2.59291  -2.20586  4.42655
H  2.03185  -0.70347  6.31401
H  0.97503  1.48738  5.87470
H  0.43692  2.17310  3.55788
C  4.66568  -0.06215  -2.48308
C  3.17537  0.27949  -2.23474
N  3.04404  1.07330  -1.01374
C  3.62089  0.35217  0.11391
C  5.14875  0.19350  -0.08914
N  5.47068  0.69117  -1.46747
C  5.18545  2.15861  -1.56406
C  3.69756  2.36491  -1.17779
H  4.99960  0.23744  -3.47516
H  4.87268  -1.12276  -2.34865
H  2.58074  -0.62592  -2.12389
H  2.76567  0.85013  -3.06925
H  3.12522  -0.61482  0.18077
H  3.40173  0.89088  1.03354
H  5.46942  -0.84457  -0.01820
H  5.72220  0.78467  0.62315
H  6.45864  0.53633  -1.65328
H  5.39271  2.47468  -2.58515
H  5.86492  2.68217  -0.89417
H  3.18286  2.93375  -1.95156
H  3.60942  2.91510  -0.24148
C  -1.63342  -5.34060  -1.47770
C  -1.96166  -3.89468  -1.80092
O  -0.79935  -3.04732  -1.87626
P  0.03823  -2.59592  -0.58318
O  0.94184  -1.49551  -1.09920
Te  -1.29205  -2.13512  1.32422
O  0.90843  -3.87038  -0.15118
C  1.95090  -4.38373  -0.99174
C  3.29020  -3.77609  -0.60891
H  -2.55897  -5.91092  -1.39670
H  -1.10939  -5.40524  -0.52491
H  -1.01422  -5.78714  -2.25715
H  -2.65294  -3.49518  -1.05514
H  -2.42713  -3.81049  -2.78245
H  1.72087  -4.18676  -2.04192
H  1.96124  -5.46158  -0.83509
H  3.30541  -2.71739  -0.87772
H  4.09855  -4.29481  -1.12631
H  3.43991  -3.86988  0.46690

Energy above the lowest of the compared OMol25 structures with the same formula, charge and spin in kcal/mol: 12.4
Charge: +1
M in g/mol: 938.0
Kohn-Sham gap (alpha / beta) in eV: 6.354 / 6.565
Spin multiplicity: 6
HOMO level (alpha / beta) in Eh: -0.3330 / -0.3415
Maximum force in eV Å⁻¹: 1.99
Lowest unoccupied orbital energy (alpha / beta) in eV: -2.708 / -2.727